Record 1
Density functional theory data (ωB97M-V with the def2-TZVPD basis set) for a structure of composition C19H17N5O6W.

Structure (ORCA input):
```
! wB97M-V def2-TZVPD RIJCOSX def2/J DEFGRID3
* xyz 0 1
W 0.3798 0.5431 -0.1149
N 1.6120 2.0879 -1.1610
C 3.0416 1.9179 -0.8468
C 3.1646 1.4945 0.6097
O 4.1954 1.6620 1.2371
N 2.0164 0.9560 1.0811
C 1.9534 0.6722 2.5089
C 0.5723 0.0638 2.6890
O 0.3222 -0.8237 3.4644
O -0.2724 0.6153 1.8324
H 1.4157 1.9866 -2.1524
H 1.2745 3.0074 -0.8892
H 3.6257 2.8241 -1.0007
H 3.4497 1.1309 -1.4824
H 2.0551 1.5852 3.1018
H 2.7409 -0.0100 2.8279
O -1.0175 1.9425 -0.4575
C -2.2701 1.9845 -0.0188
C -2.8724 3.2447 0.0901
C -4.1644 3.3982 0.5373
C -4.9121 2.2764 0.8958
C -4.3392 1.0318 0.7785
C -3.0295 0.8481 0.3130
C -2.5143 -0.5091 0.1704
N -1.2632 -0.9001 -0.0400
C -1.2545 -2.2777 -0.0781
C -2.5163 -2.7315 0.0958
N -3.2948 -1.6088 0.2462
H -2.2705 4.1010 -0.1864
H -4.5923 4.3890 0.6172
H -5.9217 2.3797 1.2685
H -4.9236 0.1727 1.0867
H -0.3541 -2.8456 -0.2217
H -2.9226 -3.7255 0.1312
H -4.2907 -1.6019 0.3696
O 0.6688 -1.1579 -3.9445
C 0.7440 -0.9054 -2.7633
O 0.1624 0.0859 -2.1534
C 1.5840 -1.7306 -1.8307
C 2.2718 -2.8550 -2.2421
C 3.0202 -3.5611 -1.3190
C 3.0497 -3.1026 -0.0072
C 2.3417 -1.9664 0.3245
N 1.6193 -1.2770 -0.5706
H 2.1956 -3.1430 -3.2817
H 3.5688 -4.4481 -1.6051
H 3.6145 -3.6253 0.7513
H 2.3360 -1.5949 1.3391
*
```

Energy above the lowest of the compared OMol25 structures with the same formula, charge and spin (kcal/mol): 0.0
E_HOMO (spin up / spin down) (Eh): -0.2620 / -0.2695
Orbital gap (spin up / spin down) (eV): 6.9 / 6.8
M (g mol⁻¹): 595.2


Record 2
Density functional theory data (ωB97M-V with the def2-TZVPD basis set) for a structure of composition C24H20BN10O5PbS.

Structure (ORCA input):
```
! wB97M-V def2-TZVPD RIJCOSX def2/J DEFGRID3
* xyz 2 2
Pb -0.0271 -0.6536 0.0459
C -1.0326 3.5328 1.4273
C -0.1846 2.4400 1.3335
N -0.8529 1.3663 0.9103
N -2.1403 1.7552 0.7042
C -2.2638 3.0557 1.0122
B -3.1795 0.7023 0.2076
N -2.7812 0.2838 -1.2500
C -3.4748 0.5005 -2.3769
C -2.7452 0.0213 -3.4513
C -1.5795 -0.4830 -2.8897
N -1.6119 -0.3205 -1.5645
N -3.0772 -0.5270 1.1579
C -3.9267 -0.9412 2.1140
C -3.3921 -2.0518 2.7365
C -2.1704 -2.2517 2.1029
N -1.9856 -1.3272 1.1595
N -4.6027 1.1959 0.1547
C -5.7127 0.4194 -0.0391
C -6.7592 1.2500 -0.3142
C -6.1931 2.5442 -0.2931
N -4.9015 2.5071 -0.0277
H -0.7942 4.5347 1.7399
H 0.8707 2.3708 1.5539
H -3.2151 3.5492 0.9067
H -4.4362 0.9898 -2.3648
H -3.0277 0.0378 -4.4897
H -0.7342 -0.9626 -3.3598
H -4.8526 -0.4263 2.3069
H -3.8272 -2.6275 3.5348
H -1.4241 -3.0147 2.2694
H -5.6769 -0.6575 0.0115
H -7.7810 0.9771 -0.5177
H -6.6755 3.4938 -0.4650
O 5.1820 -0.6623 -5.2836
C 4.2356 -0.7256 -4.3722
C 3.8740 -1.8376 -3.5773
C 2.8387 -1.5753 -2.7372
N 1.9324 -0.7173 -2.2662
C 2.5009 0.1289 -3.1228
C 3.4285 0.3926 -4.0750
C 1.0340 2.6578 -2.5419
O 1.5888 3.2095 -3.3933
O 0.4715 2.1104 -1.6792
C 2.3663 -3.9496 -0.8126
O 3.4522 -4.2907 -1.0263
O 1.2808 -3.5926 -0.5893
H 5.6416 -1.5025 -5.4110
H 4.3551 -2.8051 -3.6297
H 3.5324 1.3484 -4.5686
S 3.3278 -0.8370 1.1309
C 4.1643 -0.7676 2.6207
N 5.1729 -1.6629 2.8430
C 5.8948 -1.7075 3.9644
C 5.6286 -0.8203 4.9897
C 4.6166 0.1157 4.8192
C 3.8879 0.1464 3.6376
H 5.3783 -2.3194 2.0956
H 6.6722 -2.4579 4.0134
H 6.2046 -0.8617 5.9029
H 4.4022 0.8282 5.6055
H 3.1036 0.8720 3.4772
*
```

E_HOMO (spin up / spin down) (Eh): -0.4871 / -0.4871
Orbital gap (spin up / spin down) (eV): 6.5 / 3.8
M (g mol⁻¹): 778.6
Expectation value of S²: 0.7725


Record 3
Density functional theory data (ωB97M-V with the def2-TZVPD basis set) for a cluster of 2 separate species, C25H33F2OSi in total.

Structure (ORCA input):
```
! wB97M-V def2-TZVPD RIJCOSX def2/J DEFGRID3
* xyz 1 1
C 3.8958 3.4147 0.1232
Si 2.6105 3.0850 1.4308
C 2.6779 1.3876 2.1923
C 2.6202 4.4081 2.7464
O 1.2443 3.1651 0.4479
C -0.0332 3.0093 0.8937
C -0.6979 1.8594 0.5964
C -1.9920 1.5257 1.2464
C -3.1796 2.4401 0.8886
C -3.1183 3.8149 1.5425
C -1.9335 4.6625 1.1022
C -0.6095 4.1553 1.6878
H 4.9036 3.3521 0.5493
H 3.8099 2.6861 -0.6941
H 3.7565 4.4192 -0.3003
H 3.5597 1.3261 2.8481
H 1.7895 1.1681 2.8016
H 2.7640 0.6058 1.4253
H 3.5621 4.3158 3.3071
H 2.5830 5.4158 2.3099
H 1.7919 4.3054 3.4609
H -0.2448 1.1069 -0.0542
H -2.2545 0.4995 0.9416
H -1.8766 1.5171 2.3459
H -3.2361 2.5557 -0.2021
H -4.1046 1.9403 1.2052
H -4.0403 4.3616 1.3114
H -3.0703 3.6836 2.6330
H -1.8501 4.6960 0.0077
H -2.0931 5.6911 1.4478
H -0.7578 3.8204 2.7337
H 0.1037 4.9884 1.7207
C -1.7163 -3.1071 -6.6211
C -1.1155 -2.8687 -5.2884
C -1.1255 -3.8711 -4.3151
F -1.7546 -5.0512 -4.6335
C -0.5772 -3.7297 -3.0566
C -0.1691 -2.4170 -2.6451
C 0.1420 -2.0178 -1.3292
C 0.1995 -2.8084 -0.1577
C -0.5717 -3.9869 0.0637
C -0.3229 -4.7300 1.1981
F -0.9083 -5.9667 1.3173
C 0.5086 -4.3078 2.2407
C 0.6027 -5.1012 3.4882
C 1.2244 -3.1134 2.0490
C 1.0853 -2.3911 0.8800
C -0.0486 -1.4284 -3.6675
C -0.4801 -1.6566 -4.9537
H -1.5112 -2.2534 -7.2761
H -1.3148 -4.0125 -7.0950
H -2.8072 -3.2222 -6.5626
H -0.4922 -4.5772 -2.3865
H 0.4608 -0.9777 -1.2203
H -1.3553 -4.2707 -0.6352
H 1.1919 -4.5543 4.2291
H -0.3939 -5.2744 3.9075
H 1.0722 -6.0817 3.3371
H 1.8898 -2.7562 2.8384
H 1.6785 -1.4913 0.7157
H 0.3915 -0.4680 -3.3958
H -0.3630 -0.8897 -5.7222
*
```

Energy above the lowest of the compared OMol25 structures with the same formula, charge and spin (kcal/mol): 0.0
E_HOMO (Eh): -0.3794
Orbital gap (eV): 4.4
M (g mol⁻¹): 415.6


Record 4
Density functional theory data (ωB97M-V with the def2-TZVPD basis set) for a structure of composition C45H60BN13O4S4SiTi.

Structure (ORCA input):
```
! wB97M-V def2-TZVPD RIJCOSX def2/J DEFGRID3
* xyz -2 3
Ti -0.0232 0.1949 -0.0103
C -3.5963 5.0244 0.9554
C -3.6006 3.5000 0.8550
C -5.0101 2.9580 0.6210
C -2.9655 2.8681 2.0578
C -3.2320 3.0839 3.4291
C -2.3664 2.2280 4.0776
N -1.6674 1.5588 3.1420
N -2.0238 1.9490 1.9082
B -0.5066 0.5752 3.3369
N 0.8068 1.2165 2.8452
C 1.6539 1.8259 3.6831
C 2.5366 2.5761 2.9449
C 2.1366 2.3820 1.6120
N 1.1041 1.5288 1.5549
C 2.7171 3.1312 0.4472
C 4.2386 2.9681 0.3711
C 2.3816 4.6204 0.5858
N -0.8333 -0.8110 2.7487
C -0.9373 -1.8638 3.5701
C -1.5066 -2.9006 2.8767
C -1.7251 -2.3969 1.5873
N -1.2893 -1.1270 1.4980
C -2.4881 -3.2255 0.5715
C -3.5447 -2.4491 -0.2007
C -1.6383 -4.0863 -0.3624
H -4.0263 5.4757 0.0572
H -2.5797 5.4019 1.0753
H -4.1866 5.3587 1.8146
H -2.9851 3.2084 0.0058
H -5.6579 3.1870 1.4738
H -4.9780 1.8760 0.4888
H -5.4548 3.4007 -0.2750
H -3.9355 3.7678 3.8762
H -2.1945 2.0455 5.1265
H -0.3691 0.4095 4.5281
H 1.5441 1.6958 4.7475
H 3.3364 3.2018 3.3038
H 2.2451 2.7702 -0.4622
H 4.7222 3.5049 1.1953
H 4.6118 3.3842 -0.5689
H 4.5424 1.9241 0.4225
H 2.7003 4.9966 1.5638
H 1.3143 4.7819 0.4661
H 2.9060 5.1900 -0.1871
H -0.6184 -1.7830 4.5949
H -1.7539 -3.8872 3.2321
H -3.0220 -3.9351 1.2178
H -3.1080 -1.7515 -0.9053
H -4.1750 -1.8609 0.4687
H -4.1755 -3.1500 -0.7568
H -1.1436 -3.4999 -1.1303
H -2.2915 -4.8139 -0.8561
H -0.8621 -4.6231 0.1874
C 5.4714 -4.8829 -0.7398
Si 3.6179 -4.5088 -0.7726
C 2.7218 -6.1597 -0.7021
C 3.3037 -3.7431 -2.4516
C 3.2350 -3.5150 0.7685
C 3.9614 -3.7843 1.9191
C 3.7925 -3.0251 3.0748
C 2.9085 -1.9608 2.9950
N 2.1711 -1.6840 1.9300
C 2.2648 -2.4738 0.8395
S 1.1684 -2.1999 -0.4581
H 5.7494 -5.4871 -1.6082
H 5.7741 -5.4299 0.1557
H 6.0490 -3.9556 -0.7737
H 3.0400 -6.8062 -1.5259
H 1.6418 -6.0146 -0.7779
H 2.9264 -6.6757 0.2394
H 3.8150 -4.3540 -3.2048
H 3.6883 -2.7201 -2.4936
H 2.2358 -3.7081 -2.6620
H 4.6911 -4.5894 1.9237
H 4.3515 -3.2231 3.9799
H 2.7820 -1.2830 3.8366
C 2.9620 -2.0634 -5.7316
C 1.5870 -1.4937 -5.7005
C 0.9870 -0.8601 -6.7468
C -0.2550 -0.2381 -6.4902
N -0.9153 -0.3578 -5.3667
C -0.3593 -1.0533 -4.3366
S -1.1043 -1.3292 -2.8892
N 0.9113 -1.5657 -4.5392
C -0.8433 0.6827 -7.5158
H 3.3107 -2.1542 -6.7584
H 2.9970 -3.0379 -5.2419
H 3.6209 -1.3818 -5.1898
H 1.5060 -0.7287 -7.6833
H 1.3349 -1.9828 -3.7149
H -0.5339 0.4184 -8.5275
H -0.4782 1.6884 -7.2871
H -1.9284 0.6856 -7.4356
O 0.1599 3.6521 -1.2993
C -0.7639 2.9151 -1.6194
C -1.7619 3.2794 -2.7128
C -2.7253 2.1042 -2.7146
C -2.3134 1.3327 -1.4727
O -3.0020 0.4865 -0.9333
N -1.0708 1.7240 -1.0352
H -1.2162 3.4090 -3.6459
H -2.2335 4.2304 -2.4495
H -2.5614 1.4365 -3.5640
H -3.7849 2.3593 -2.6687
N 4.5105 7.0662 -3.8551
C 3.7980 5.8801 -4.1250
C 4.2614 4.9784 -5.0790
C 3.5521 3.8173 -5.3473
C 2.3692 3.5530 -4.6757
C 1.8948 4.4515 -3.7284
C 2.6048 5.6086 -3.4596
S 1.4592 2.0552 -4.9939
O 0.2369 2.4319 -5.6716
O 2.3840 1.2285 -5.7659
N 1.0803 1.4566 -3.5938
C 2.0271 0.9904 -2.7499
S 3.7193 0.6862 -3.2134
C 4.0714 0.1882 -1.5997
C 2.9528 0.2436 -0.8590
N 1.7989 0.6697 -1.4913
H 5.5018 6.9716 -4.0160
H 4.3413 7.4167 -2.9243
H 5.1933 5.1786 -5.5980
H 3.9216 3.0946 -6.0619
H 0.9989 4.2270 -3.1568
H 2.2390 6.2962 -2.7047
H 5.0594 -0.1014 -1.2805
H 2.8975 0.0138 0.1948
*
```

Energy above the lowest of the compared OMol25 structures with the same formula, charge and spin (kcal/mol): 18.4
E_HOMO (spin up / spin down) (Eh): -0.0368 / -0.0856
Orbital gap (spin up / spin down) (eV): 5.0 / 6.3
M (g mol⁻¹): 1062.1
Expectation value of S²: 2.0026


Record 5
Density functional theory data (ωB97M-V with the def2-TZVPD basis set) for a cluster of 7 separate species, C27H43F3O13Si in total.

Structure (ORCA input):
```
! wB97M-V def2-TZVPD RIJCOSX def2/J DEFGRID3
* xyz 0 1
O -2.1512 2.8023 0.2225
C -1.0223 3.7293 0.3434
C 0.2341 2.9795 -0.2768
Si 1.8548 4.0182 -0.3164
C -0.8945 4.0749 1.8982
F -0.7226 5.4706 2.0211
F 0.0690 3.3459 2.5851
F -2.1355 3.7648 2.5086
H -1.7796 1.9617 0.5560
H -1.3200 4.6231 -0.2971
H -0.0324 2.7623 -1.3766
H 0.4565 1.9675 0.2069
H 2.1269 4.5853 -1.6510
H 2.9569 3.0856 -0.0365
H 1.7670 5.0344 0.7404
O -7.6746 5.7764 0.8893
C -6.8719 5.1944 1.5722
O -5.8589 5.8065 2.2385
C -5.0293 4.8135 2.8610
C -5.9051 3.5887 2.9911
C -6.8065 3.7037 1.7792
H -4.1607 4.6366 2.2241
H -4.6874 5.1768 3.8313
H -5.3400 2.6579 3.0309
H -6.5057 3.6569 3.9026
H -6.3621 3.2408 0.8952
H -7.7959 3.2915 1.9726
O 2.6238 1.2483 -1.0270
C 3.4185 0.6662 -0.3338
O 4.4210 1.2779 0.3514
C 5.2424 0.2862 0.9809
C 4.3688 -0.9424 1.0923
C 3.4853 -0.8245 -0.1324
H 6.1231 0.1150 0.3547
H 5.5685 0.6468 1.9574
H 4.9369 -1.8729 1.1364
H 3.7543 -0.8802 1.9955
H 3.9448 -1.2822 -1.0110
H 2.4947 -1.2411 0.0452
O 5.2520 -4.9289 0.6410
C 4.5493 -4.9693 -0.3366
O 3.6689 -3.9920 -0.6790
C 2.9204 -4.4083 -1.8304
C 3.7733 -5.4638 -2.4980
C 4.4775 -6.1050 -1.3200
H 1.9564 -4.8023 -1.4957
H 2.7444 -3.5517 -2.4827
H 3.1964 -6.1662 -3.1009
H 4.5108 -4.9869 -3.1505
H 3.8886 -6.9159 -0.8851
H 5.4744 -6.4528 -1.5899
O -0.0502 2.6563 -3.1370
C -0.6400 1.9419 -3.9052
O -0.7055 0.5907 -3.7839
C -1.3877 0.0426 -4.9190
C -2.2154 1.1800 -5.4729
C -1.3637 2.3901 -5.1465
H -0.6415 -0.3157 -5.6343
H -2.0065 -0.7984 -4.6036
H -2.4385 1.0728 -6.5353
H -3.1654 1.2440 -4.9341
H -0.6312 2.5969 -5.9301
H -1.9734 3.2706 -4.9483
O 8.0126 -5.8882 -2.6755
C 8.5683 -5.7926 -1.6098
O 9.1528 -6.8313 -0.9580
C 9.6184 -6.3879 0.3239
C 9.7723 -4.8892 0.1947
C 8.6771 -4.5346 -0.7906
H 8.8776 -6.6663 1.0788
H 10.5640 -6.8779 0.5598
H 9.6934 -4.3643 1.1476
H 10.7481 -4.6524 -0.2402
H 7.7224 -4.3518 -0.2908
H 8.9553 -3.6847 -1.4127
O -7.1712 1.0849 4.0634
C -8.2977 0.9292 3.6740
O -8.6239 0.6815 2.3773
C -10.0505 0.6593 2.2400
C -10.5788 0.3648 3.6260
C -9.5428 1.0225 4.5155
H -10.3800 1.6337 1.8675
H -10.3374 -0.1087 1.5206
H -11.5933 0.7319 3.7870
H -10.5798 -0.7153 3.8008
H -9.7710 2.0753 4.6976
H -9.4208 0.4874 5.4562
*
```

E_HOMO (Eh): -0.3467
SMILES: O[C@H](C[SiH3])C(F)(F)F.O=C1CCCO1.O=C1CCCO1.O=C1CCCO1.O=C1CCCO1.O=C1CCCO1.O=C1CCCO1
Orbital gap (eV): 9.8
M (g mol⁻¹): 660.7


Record 6
Density functional theory data (ωB97M-V with the def2-TZVPD basis set) for a structure of composition C13H9BrF9MnN2Sb.

Structure (ORCA input):
```
! wB97M-V def2-TZVPD RIJCOSX def2/J DEFGRID3
* xyz 1 1
Mn 0.1764 -0.0622 -0.2827
Br 5.9740 -4.4318 0.6309
C 4.7699 -3.0014 0.4479
C 3.4881 -3.1153 0.9652
C 2.5989 -2.0663 0.8216
C 3.0088 -0.9046 0.1802
C 4.2869 -0.8006 -0.3608
C 5.1715 -1.8532 -0.2234
N 2.0763 0.1663 0.0628
C 2.4484 1.3877 0.1279
C 1.4216 2.4223 -0.0523
C 1.6701 3.7745 -0.0195
C 0.5984 4.6492 -0.1986
C -0.6715 4.1408 -0.3941
C -0.8499 2.7651 -0.4076
N 0.1751 1.9287 -0.2459
H 3.1810 -4.0217 1.4670
H 1.5927 -2.1605 1.2073
H 4.5837 0.0733 -0.9279
H 6.1624 -1.7944 -0.6503
H 3.4799 1.6586 0.3324
H 2.6758 4.1383 0.1398
H 0.7624 5.7182 -0.1831
H -1.5243 4.7901 -0.5296
H -1.8268 2.3188 -0.5401
F -1.1420 -1.6488 1.6620
C -0.9831 -0.4267 1.2052
F -1.9457 -0.2049 0.1898
F -1.2013 0.4422 2.1760
F 0.1699 -1.6242 -1.0447
Sb -1.0758 -4.3198 -0.9282
F 0.1468 -4.1542 -2.3205
F 0.3240 -4.0879 0.2780
F -2.0953 -2.9325 -1.6192
F -2.2141 -4.4395 0.5397
F -1.6022 -5.9825 -1.5316
*
```

E_HOMO (spin up / spin down) (Eh): -0.4409 / -0.4409
Orbital gap (spin up / spin down) (eV): 6.3 / 6.3
M (g mol⁻¹): 620.8